Record 1
{"formula": "C3H9O2S", "method": "wB97M-V/def2-TZVPD", "total_charge": -1, "max_force_ev_per_a": 1.402, "symbols": ["C", "O", "C", "C", "S", "H", "H", "H", "H", "H", "H", "H", "H", "H", "O"], "coordinates": [[-0.0260, 1.3429, -0.3193], [1.2540, 1.4881, 0.0649], [-0.3498, 0.0273, -1.0703], [-0.0904, -1.1995, -0.1926], [-0.2722, -2.7831, -1.0566], [-0.8266, 1.3730, 0.4729], [-0.3768, 2.1166, -1.0523], [0.2496, -0.0961, -1.9795], [-1.3806, 0.0766, -1.4476], [0.9374, -1.1037, 0.1340], [-0.7178, -1.0516, 0.6808], [-1.6079, -2.7301, -1.0681], [0.4958, 0.9015, 2.8106], [1.3470, 1.0070, 1.5256], [1.3642, 0.6309, 2.4975]], "forces_ev_per_a": [[-0.4, -0.1, -1.0], [-0.2, -0.1, 0.5], [0.2, -0.5, -0.5], [0.0, 1.3, -0.4], [-0.2, 0.1, 0.4], [0.3, 0.1, 0.3], [0.1, 0.2, 0.2], [0.3, 0.3, 0.1], [-0.2, -0.2, 0.3], [0.3, -0.2, 0.2], [-0.1, -0.8, 0.3], [-0.1, -0.2, -0.2], [0.0, -0.1, 0.2], [0.3, -0.1, 0.0], [-0.3, 0.2, -0.2]], "nbo_charge": [-0.010, -0.919, -0.425, -0.527, -0.081, 0.068, 0.092, 0.181, 0.162, 0.250, 0.207, 0.101, 0.434, 0.504, -1.038]}

Record 2
{"formula": "C6H9IO", "method": "wB97M-V/def2-TZVPD", "max_force_ev_per_a": 3.053, "symbols": ["C", "C", "C", "C", "C", "C", "O", "I", "H", "H", "H", "H", "H", "H", "H", "H", "H"], "coordinates": [[-0.9733, -1.3495, 0.3173], [-1.8796, -2.1622, 0.2309], [1.8223, 0.7388, -0.7865], [0.1595, -0.4985, 0.5988], [0.3286, 0.3906, -0.5937], [-4.2340, 0.8526, 1.5629], [-3.0803, 0.3526, 1.6479], [-5.2165, 0.2616, -0.2475], [2.1794, 1.5226, -0.1302], [2.1703, 1.0109, -1.7271], [2.4278, -0.1131, -0.6152], [0.9238, -1.2263, 0.6541], [0.2401, 0.1185, 1.4450], [-0.2628, 1.2550, -0.2092], [-0.1396, -0.1286, -1.3883], [-2.4456, -2.8357, -0.3008], [-2.7215, -0.3217, 0.9287]], "forces_ev_per_a": [[-2.0, -1.0, 1.8], [2.2, 2.1, -0.3], [-0.9, 0.1, 1.0], [0.0, -1.2, -1.1], [1.0, 1.8, 1.0], [0.0, 0.5, 0.6], [1.1, -1.2, -0.9], [-0.4, -0.3, -0.7], [-0.2, 0.1, 0.4], [-0.2, 0.8, -2.1], [0.5, -1.1, 0.6], [1.4, -0.7, 0.2], [-0.7, 0.2, 1.6], [0.3, -0.1, -1.5], [-0.2, 0.2, -1.3], [-1.4, -1.2, -0.4], [-0.7, 1.0, 1.1]], "nbo_charge": [0.024, -0.268, -0.616, -0.497, -0.376, 0.204, -0.696, -0.073, 0.211, 0.220, 0.201, 0.233, 0.246, 0.209, 0.215, 0.244, 0.521]}

Result set for energy above the lowest of the compared OMol25 structures with the same formula, charge and spin: 8.0, 94.0 kcal per mole, one per record in the order listed.
Result set for HOMO-LUMO gap: 6.645, 9.134 eV, one per record in the order listed.
Result set for HOMO energy: -3.47, -8.49 eV, one per record in the order listed.